Computed, not measured: a 3-piece molecular cluster, H5O3 overall, with ωB97M-V/def2-TZVPD.

Computed properties:
E_tot = -6223.963 eV
Kohn-Sham gap = 9.4 eV
Total charge = -1

Geometry as XYZ:
```
8
Properties=species:S:1:pos:R:3:forces:R:3
O 1.14349 1.23515 -1.92175 0.909 0.081 2.873
H 0.28082 0.91337 -2.06557 -1.731 -0.610 -1.236
O -0.46031 -1.76941 1.71093 0.994 1.694 -0.988
H 0.05352 -0.82062 1.17848 -1.852 -1.230 0.515
H -1.34148 -1.72090 1.31016 0.420 0.005 0.124
O 0.13231 0.39613 0.40192 -0.977 0.491 -0.242
H 0.97788 1.00132 -0.86796 0.647 0.332 -1.529
H -0.78623 0.76496 0.25378 1.592 -0.763 0.483
```
Positions in Å, forces in eV/Å.


Computed, not measured: a 3-piece molecular cluster, H5O3 overall, with ωB97M-V/def2-TZVPD.

Computed properties:
E_tot = -6224.135 eV
Kohn-Sham gap = 8.8 eV
Total charge = -1

Geometry as XYZ:
```
8
Properties=species:S:1:pos:R:3:forces:R:3
O -0.70141 0.05189 -0.62491 2.374 -1.531 -1.507
H -1.40067 0.44906 -0.19639 -2.338 1.512 1.409
O -0.76624 -1.91657 0.84327 0.494 -0.031 -0.306
H 0.14768 -2.22970 0.86095 -0.240 -0.034 0.128
H -0.68811 -1.05739 0.11065 -0.299 -0.195 0.363
O 1.47958 1.57016 -0.32747 3.927 -0.300 0.298
H 0.98316 2.34204 -0.37329 -1.794 1.360 -0.151
H 0.94601 0.79051 -0.29279 -2.123 -0.781 -0.235
```
Positions in Å, forces in eV/Å.


Computed, not measured: a 30-piece molecular cluster, H60O30 overall, with ωB97M-V/def2-TZVPD.

Computed properties:
E_tot = -62401.570 eV
Kohn-Sham gap = 8.5 eV
Total charge = 0

Geometry as XYZ:
```
90
Properties=species:S:1:pos:R:3:forces:R:3
O 5.01794 -15.93903 -17.26356 0.014 0.121 0.430
H 4.97342 -15.21248 -17.88516 0.012 0.201 -0.169
H 5.09250 -16.71992 -17.81208 0.128 -0.287 -0.125
O 9.82484 -12.57980 -22.03257 0.018 -0.011 -0.166
H 10.60285 -12.08038 -21.78455 0.308 0.006 0.080
H 9.09179 -11.99896 -21.82886 -0.339 0.337 0.086
O 9.20114 -11.08772 -18.65800 0.244 -1.026 0.563
H 8.55585 -10.91892 -19.34454 -0.510 0.170 -0.541
H 9.71165 -10.27979 -18.60458 0.446 0.557 0.217
O 8.50794 -11.59412 -16.07430 -0.187 -0.017 0.411
H 8.57398 -12.50718 -15.79467 -0.250 -0.512 0.072
H 8.85400 -11.59082 -16.96674 0.397 0.374 -0.893
O 9.42168 -7.22946 -15.01336 0.100 0.628 -0.605
H 9.83045 -7.81820 -14.37890 0.109 -0.242 0.794
H 8.94619 -7.80990 -15.60769 -0.285 -0.481 -0.419
O 11.86083 -12.39383 -16.94705 -0.150 -0.060 -0.115
H 11.20974 -12.46378 -17.64521 -0.133 0.114 -0.364
H 11.66746 -13.12802 -16.36413 0.025 -0.289 0.302
O 8.10633 -13.31662 -12.17133 0.073 -0.689 0.009
H 7.40117 -13.89444 -11.87963 -0.378 -0.342 0.028
H 8.27373 -12.74506 -11.42198 0.115 0.489 0.420
O 10.06819 -15.14566 -16.81031 -0.748 0.110 -0.186
H 9.63819 -15.41787 -15.99962 -0.087 0.181 0.211
H 10.98729 -15.38218 -16.68559 0.702 -0.079 -0.058
O 10.36241 -14.83837 -13.56189 0.486 -0.192 -0.181
H 10.08495 -15.68496 -13.91195 -0.127 -0.289 0.136
H 9.55638 -14.43727 -13.23682 -0.339 0.344 0.276
O 10.31754 -8.70325 -12.72668 0.227 0.583 -0.132
H 11.05236 -8.95673 -13.28527 0.443 -0.276 0.029
H 9.82529 -9.51359 -12.59526 -0.335 -0.360 -0.019
O 8.51810 -14.14931 -18.94765 -0.629 0.036 -0.117
H 8.64008 -13.20763 -19.06851 0.165 0.425 -0.060
H 8.90262 -14.33305 -18.09055 0.606 -0.223 0.343
O 6.05945 -15.31902 -12.69808 0.186 0.343 -0.037
H 5.70356 -15.79935 -13.44565 -0.183 -0.166 -0.299
H 5.95711 -15.91712 -11.95778 -0.064 -0.200 0.298
O 6.99435 -6.99382 -13.56927 -1.037 0.018 0.104
H 7.68709 -7.33536 -14.13468 0.595 0.035 -0.077
H 7.06139 -6.04285 -13.65528 0.198 0.204 0.050
O 4.67052 -9.78053 -12.83789 -0.370 0.060 0.178
H 3.97580 -9.31965 -13.30818 -0.028 0.532 -0.130
H 4.64499 -10.67206 -13.18540 0.352 -0.259 0.001
O 7.26403 -9.69188 -11.73945 0.119 -0.116 0.910
H 6.38242 -9.51218 -12.06611 -0.419 0.286 -0.106
H 7.72925 -10.05649 -12.49236 0.091 -0.079 -0.333
O 8.12778 -17.24303 -18.51291 -0.162 -0.413 0.320
H 8.19246 -16.38190 -18.09999 0.143 0.229 -0.074
H 7.70462 -17.07433 -19.35476 0.036 0.106 -0.355
O 10.50155 -8.66172 -18.62078 -0.061 0.022 -0.158
H 10.65151 -8.01804 -17.92838 -0.052 0.173 0.602
H 10.28488 -8.13822 -19.39229 -0.040 0.155 -0.324
O 12.41785 -13.73322 -11.62138 0.059 0.106 0.343
H 11.73655 -13.83216 -12.28642 -0.206 -0.132 -0.264
H 13.20595 -14.09111 -12.03008 0.207 -0.014 -0.060
O 8.75236 -11.07611 -13.42352 0.504 0.076 0.218
H 8.65688 -11.16570 -14.37172 0.164 0.394 -0.825
H 8.64477 -11.96549 -13.08639 -0.060 0.019 -0.035
O 5.27039 -12.32249 -13.86479 -0.199 -0.067 -0.210
H 4.52931 -12.86743 -13.60008 -0.288 -0.271 0.107
H 6.03435 -12.88998 -13.76208 0.230 0.107 0.116
O 7.61089 -9.04456 -16.38035 0.046 0.674 -0.073
H 7.68810 -9.98659 -16.53152 0.074 -0.545 0.262
H 7.14003 -8.71637 -17.14639 -0.238 0.213 -0.144
O 7.63551 -10.56470 -20.78416 0.244 -0.144 -0.255
H 6.74793 -10.90710 -20.67833 -0.554 -0.164 0.190
H 7.51144 -9.64680 -21.02560 -0.025 0.296 -0.107
O 13.73053 -10.73037 -15.94319 0.548 0.619 0.431
H 14.21409 -11.39494 -15.45252 0.112 -0.072 0.111
H 13.08032 -11.22563 -16.44136 -0.391 -0.248 -0.384
O 4.62052 -7.82377 -15.59500 -0.619 0.078 -0.363
H 5.28201 -7.19501 -15.30635 0.315 0.096 0.464
H 5.09008 -8.65574 -15.65466 0.391 -0.335 0.093
O 12.57303 -15.22157 -15.51794 -0.114 0.002 -0.201
H 12.14510 -15.54558 -14.72539 -0.116 0.170 0.430
H 13.41764 -15.67163 -15.53574 0.320 -0.077 -0.195
O 4.99568 -10.75728 -16.16935 0.010 0.432 -0.057
H 4.05362 -10.62625 -16.06169 -0.385 0.142 -0.058
H 5.22184 -11.42030 -15.51705 0.323 -0.343 0.556
O 4.83764 -11.05533 -18.73360 0.033 -0.009 -1.515
H 5.11213 -10.89896 -17.83004 0.136 0.060 0.801
H 4.90532 -12.00371 -18.84427 -0.058 -0.212 -0.033
O 7.81402 -13.98035 -14.99803 -0.016 -0.275 -0.052
H 7.57972 -13.87834 -14.07557 0.222 -0.008 0.455
H 7.37569 -14.78692 -15.26920 -0.283 -0.213 -0.366
O 13.02915 -9.79490 -19.02622 0.278 -0.301 -0.327
H 13.67381 -9.10303 -18.87805 0.274 0.019 0.134
H 12.18545 -9.37853 -18.85003 -0.340 0.092 0.086
O 8.43842 -14.98438 -21.61483 -0.578 -0.549 -0.451
H 8.85544 -14.25008 -22.06552 0.356 0.116 -0.074
H 8.47645 -14.74972 -20.68762 0.200 0.035 0.429
```
Positions in Å, forces in eV/Å.